Density functional theory data (ωB97M-V/def2-TZVPD) for a cluster of 2 separate species, C4H11N3O2 in total.

```
20
Properties=species:S:1:pos:R:3:lowdin_charge:R:1
C -0.75057 1.13564 -2.05775 -0.114
N -0.86855 0.82004 -0.61163 0.011
C -2.00090 0.62543 -0.00356 -0.584
N -1.86212 0.16390 1.27584 0.070
N -3.27274 0.87687 -0.42075 0.096
H -1.65441 1.41556 -2.50628 0.035
H -0.55337 0.09568 -2.46706 0.091
H 0.11611 1.68503 -2.17891 0.032
H -2.32635 -0.64834 1.76220 0.113
H -0.90824 0.05220 1.66686 0.070
H -3.63970 1.78348 -0.46016 0.066
H -4.03590 0.15186 -0.25976 0.124
C 3.01964 -1.74833 -0.21506 -0.012
C 2.05324 -0.88954 0.58026 -0.560
O 0.95823 -1.29550 1.00889 0.040
O 2.65935 0.32771 0.57527 0.002
H 3.38767 -2.43633 0.57409 0.101
H 3.85775 -1.13921 -0.61204 0.079
H 2.43771 -1.97715 -1.16505 0.112
H 2.47360 0.99462 1.44515 0.228
```

Values from the calculation:
SMILES	CN=C(N)N.CC(=O)O
HOMO	-7.987	eV
energy above the lowest of the compared OMol25 structures with the same formula, charge and spin	304.9	kJ/mol
electronic energy	-12889.66988	eV